84
Properties=species:S:1:pos:R:3:forces:R:3 method="wB97M-V/def2-TZVPD" energy_ev=-1711921.857 orbital_gap_ev=7.47 fmax_ev_per_a=3.6 total_charge=+1
H -4.410462 0.385729 3.897852 0.516 0.445 -0.869
C -4.962319 1.038673 1.830918 -1.162 1.485 -1.209
H 0.412300 0.386351 -1.505457 1.088 0.369 0.168
C -6.339616 0.544473 1.751536 0.587 0.901 -0.902
Br -4.808880 5.512243 -1.495209 0.197 0.661 -0.439
C -4.010198 5.692586 -3.248154 -0.088 0.158 -0.062
N 2.061528 2.464378 -2.293005 -0.642 -0.160 1.056
Br -0.004094 6.543686 -7.104809 0.046 0.001 0.291
C -0.028545 -2.595407 3.540329 -1.778 1.035 -1.062
Br 4.967648 -1.975274 3.916316 -0.030 -0.184 0.016
Br 1.691960 6.033625 -4.438684 -0.154 0.026 -0.091
H -3.540558 2.498074 0.885936 -1.014 -0.373 0.052
Br 3.668779 -4.883146 4.255392 0.180 0.128 -0.035
Br 2.764440 1.217027 -5.344287 -0.250 0.055 -0.251
C 1.266651 2.212301 -6.050051 0.303 0.027 -0.143
C -7.263451 1.013148 0.725068 1.699 1.057 -0.551
H 4.843382 -7.149291 -4.503041 0.024 -0.005 -0.170
H 3.250774 1.634552 -0.685563 -1.131 0.047 -0.113
H 1.547243 2.288508 -0.249514 0.899 -0.626 -0.045
Br 4.721373 -5.332711 -6.185254 0.023 -0.238 0.067
Br -2.406236 -2.530869 5.925374 -0.689 0.000 2.305
Br -3.794800 -5.410495 5.764539 0.090 0.280 0.066
C 1.503812 0.316175 -1.226942 0.568 -0.845 0.213
C -3.928619 0.519766 2.893308 -1.023 -0.961 -0.802
Br -0.279507 2.104799 -4.886974 0.023 -0.083 -0.209
H -3.389623 6.582960 -3.226660 -0.063 -0.146 0.012
H 1.193648 1.030405 1.436241 -0.215 -1.011 0.006
H -7.545925 2.351854 -1.056371 0.748 -0.286 0.773
H -1.484146 1.607091 1.697669 0.175 -0.830 -0.730
C 5.189435 -4.257910 -0.772083 0.182 -0.077 -0.056
N 0.844748 -1.809842 2.893849 -1.128 -1.625 1.297
Br 4.249104 2.087608 2.659138 0.143 -0.057 -0.095
H 0.358092 -3.437467 4.157585 -0.175 0.940 -0.620
H 5.897520 -4.655384 -0.051757 -0.138 0.063 -0.064
Br 5.259550 -0.045851 0.487821 0.146 0.167 0.195
C -0.927398 -0.461454 1.911303 -2.683 -1.948 1.314
C -1.474199 -2.367489 3.391944 0.088 0.725 -1.895
H 6.466095 1.008308 2.381409 -0.131 0.043 -0.085
C 1.603863 -0.697006 -0.017483 -0.220 -0.079 0.102
H -8.314221 0.644288 0.629365 1.172 0.175 0.424
C 0.038276 6.711766 -5.179902 -0.133 -0.022 -0.044
H 1.564740 3.255906 -6.084568 -0.092 -0.124 0.055
H 1.113116 2.232651 -2.623990 0.646 0.254 -0.150
C 5.763107 1.410416 1.658756 0.167 0.040 -0.072
Br 3.451895 -8.272465 -6.219569 0.200 0.157 0.062
Br 0.836768 1.683842 -7.858279 -0.001 0.056 0.317
Br -2.849868 4.194543 -3.652246 -0.120 0.241 0.017
H 1.996819 3.465655 -2.073680 0.246 -0.389 -0.184
H 2.383929 -0.193148 1.963053 -1.282 0.024 -0.176
H -3.722074 -0.998037 1.295403 0.119 -0.164 1.001
N 0.349068 -0.859185 2.150230 -0.163 2.961 -1.480
H -0.761847 6.090842 -4.788944 0.141 0.050 -0.060
H -5.153266 3.302331 -0.922834 -0.263 -1.187 1.041
C -5.477807 2.543324 -0.173490 -1.031 -1.599 0.827
C -3.292843 -3.942740 6.918237 -0.208 -0.079 0.423
C -4.568118 2.062560 0.855994 -1.465 -0.685 -0.039
Br 6.713647 -4.587285 3.306086 -0.245 0.112 0.086
H -2.185506 -3.067565 3.921258 1.258 0.903 -1.869
C 1.404607 -0.062804 1.423989 1.535 -0.500 -0.469
Br 4.691875 -5.713939 -1.941469 -0.006 0.226 0.191
H -6.675152 -0.211773 2.504519 0.235 0.765 -0.800
H 5.612231 -3.852865 5.402812 -0.052 -0.004 -0.156
Br 6.628353 -7.900842 -6.048774 -0.250 0.111 0.043
Br -4.794799 -3.273287 7.931010 0.238 -0.088 -0.232
H 2.576720 -1.263999 -0.003041 -1.020 0.918 -0.158
Br -0.317702 8.523596 -4.605537 0.063 -0.251 -0.070
Br 3.672210 -3.598281 0.232711 0.267 -0.243 -0.087
Br -5.340205 5.961942 -4.622762 0.217 -0.102 0.242
C 2.173697 1.715277 -0.989028 -1.067 0.121 -0.763
C 5.287364 -3.828205 4.367895 0.058 0.003 0.003
H -3.041213 1.195106 2.964685 -0.942 -0.567 0.042
C -1.366163 0.719172 1.006882 0.810 0.389 0.750
H 0.811181 -1.493380 -0.134105 0.754 0.781 -0.060
H -2.572802 -4.328910 7.632533 -0.062 0.082 -0.137
H 2.011019 -0.178405 -2.105649 -0.519 0.570 0.794
Br 6.676748 2.816667 0.700280 -0.218 -0.214 0.129
C -6.836894 2.012103 -0.267565 1.545 -0.928 2.066
H -2.370428 0.561492 0.542592 0.981 -0.195 0.408
C -3.517464 -0.958125 2.399697 0.981 0.279 -0.138
C -2.005611 -1.265574 2.583701 2.680 -0.934 0.646
C 4.902851 -7.162276 -5.585831 0.015 -0.013 -0.005
H -0.612355 1.023697 0.244973 -0.669 -0.498 0.545
H -4.143332 -1.735372 2.912049 0.686 0.689 -0.505
Br 6.096079 -2.843439 -1.729673 -0.216 -0.202 0.103

69
Properties=species:S:1:pos:R:3:forces:R:3 method="wB97M-V/def2-TZVPD" multiplicity=2 energy_ev=-152555.214 orbital_gap_ev="6.20 / 6.40" fmax_ev_per_a=0.6 e_above_lowest_kj_mol=12.6 total_charge=+2
S -0.218284 3.054225 0.403826 -0.029 -0.052 -0.020
H -1.520592 3.310964 -2.447828 -0.001 0.013 -0.009
H -6.158077 -4.324335 -1.126445 -0.001 0.003 0.003
H -4.860953 -5.398694 -0.564870 0.000 -0.006 -0.002
C 1.750692 1.049820 -0.544878 0.109 -0.021 -0.098
H -3.531385 2.182798 -1.527412 0.048 0.017 0.007
H -2.090397 4.319861 1.160233 0.017 -0.002 0.010
C 0.828163 -3.291562 1.749898 -0.077 -0.050 -0.001
C 2.137109 -0.906568 5.251917 0.008 -0.004 0.001
C 6.068445 3.125505 -1.429778 -0.001 0.002 0.002
H -3.923812 2.580756 0.832766 -0.001 0.002 -0.020
S -2.579515 0.752883 0.106646 0.181 -0.088 -0.005
C 2.889518 1.299978 -0.940474 -0.041 0.072 -0.052
O 0.007701 0.371272 1.972471 -0.085 -0.174 0.044
H 1.246190 -3.937049 -0.834293 0.006 0.028 -0.015
H 4.242991 3.517761 -0.375225 -0.004 -0.005 0.002
C -2.247224 0.876690 -2.698056 0.012 -0.110 0.139
H -2.481225 1.510075 -3.554871 -0.018 -0.075 -0.034
N -4.255807 -3.853332 -1.864647 -0.026 -0.025 -0.004
N 1.022428 0.727610 6.589461 -0.004 0.006 0.019
H -0.274723 2.000821 5.618736 0.001 -0.001 0.007
H 0.626882 -2.760149 2.677402 -0.006 -0.014 -0.025
H 6.737254 0.308493 -3.205926 0.002 0.001 0.000
C 0.612013 0.605364 4.243332 0.017 0.027 -0.002
C 4.197847 1.607669 -1.370936 0.007 -0.047 0.033
C 0.409891 1.169918 5.499929 -0.008 -0.018 -0.021
O 0.469112 -1.344857 0.068768 -0.026 -0.118 -0.412
H -0.374099 -4.696644 -0.682260 0.009 -0.001 0.005
H 4.446048 -0.242248 -2.441422 -0.002 -0.001 0.003
C 6.185629 1.006143 -2.591256 -0.001 -0.001 -0.001
H -4.056102 -5.552243 -3.093202 0.004 -0.003 -0.003
C 1.865656 -0.291320 6.471489 0.003 -0.010 -0.011
C 4.790383 2.826622 -1.002785 0.014 0.005 -0.002
C 6.762527 2.217289 -2.222784 -0.003 -0.003 0.000
C -1.997414 3.481301 0.471225 -0.024 0.009 -0.028
H -3.631109 -4.008788 -3.860313 -0.003 0.001 0.002
H -4.107908 0.532854 -1.695156 0.015 -0.010 0.004
H -2.296211 3.826319 -0.518110 -0.003 0.013 0.010
C -4.320892 -4.497752 -3.177771 -0.001 0.010 0.027
S -0.260364 -2.649948 0.487777 0.060 0.098 0.084
C 0.237817 3.673079 -1.241408 0.062 -0.039 0.025
H 0.062311 4.749244 -1.262673 -0.035 -0.004 0.004
C -5.119640 -4.365518 -0.799872 0.008 0.006 -0.009
H 6.530633 4.060517 -1.145249 0.001 0.000 -0.001
H -0.003146 3.267511 -3.335818 0.004 -0.014 -0.002
C -0.113678 1.148677 3.079565 0.010 0.058 -0.029
Br 3.348421 -2.345030 5.158409 -0.003 0.003 -0.002
H 0.598861 -4.349745 1.880503 -0.003 0.005 0.021
H -5.332393 -4.414975 -3.573834 -0.002 -0.001 0.000
H 1.861273 -3.156299 1.433124 -0.005 0.007 -0.015
C 1.506827 -0.451701 4.114906 0.002 0.026 0.007
H 2.351397 -0.635300 7.376937 -0.002 0.005 0.003
C 0.171683 -3.766004 -0.836137 0.014 0.051 0.055
H -2.292997 -0.158760 -3.014783 -0.011 -0.155 0.033
H 1.312411 3.508164 -1.288663 0.002 0.015 -0.009
H -5.003557 -3.754485 0.091328 -0.002 0.002 -0.006
H 1.715014 -0.886777 3.148051 0.017 0.021 0.013
C -3.348100 -2.947865 -1.608746 0.048 0.087 0.006
Re -0.047561 0.667850 0.082032 -0.185 0.362 0.490
H -2.679646 2.125239 1.999316 -0.020 0.005 -0.003
C -3.215154 1.140894 -1.556394 -0.062 0.005 0.000
C -2.867292 2.336421 0.950144 0.011 -0.019 -0.029
O -0.768984 2.159829 3.078421 0.014 -0.018 0.006
C -0.479113 2.998339 -2.393649 -0.016 -0.015 0.025
C 4.909279 0.695832 -2.167197 0.007 0.007 -0.006
N -2.547766 -2.133925 -1.382290 -0.096 0.050 -0.119
S -0.509406 1.161591 -2.311131 0.146 0.099 -0.078
H -0.152623 -3.288791 -1.755831 -0.054 -0.018 -0.015
H 7.764741 2.454486 -2.554236 0.000 0.001 -0.001

74
Properties=species:S:1:pos:R:3:forces:R:3 method="wB97M-V/def2-TZVPD" multiplicity=3 energy_ev=-181005.665 orbital_gap_ev="7.83 / 7.79" fmax_ev_per_a=2.5 e_above_lowest_kj_mol=25.0 total_charge=0
H -2.263026 1.512113 3.155147 -0.016 0.001 0.022
Cl 1.066441 4.105890 -2.491411 -0.055 -0.253 0.086
H -1.198825 -1.864361 1.647869 0.167 -0.074 0.024
C 4.514950 -2.970649 -0.706753 -0.141 0.019 -0.014
C 1.896876 -2.614454 2.979978 -0.086 0.061 0.039
H -1.588521 -2.839438 -3.999110 0.187 0.092 0.005
O -2.658735 3.681690 1.428063 -0.073 0.465 -0.046
H -3.258401 5.437087 -2.630569 -0.022 0.004 -0.009
H -3.794400 1.643873 2.274493 -0.168 -0.150 0.052
O -5.297070 -0.711782 -0.315921 0.516 0.405 -0.048
C 4.124580 2.928020 2.184102 -0.034 -0.101 0.006
H 1.453670 -3.258017 3.753827 0.033 0.099 -0.078
V -1.019584 1.149921 -0.901912 0.142 -0.072 1.898
C -4.109174 -0.136348 -0.045641 -0.584 -0.570 0.162
H 4.499716 -4.212263 -2.464564 -0.026 0.039 0.038
C -3.476942 3.520089 -3.573476 0.015 0.538 0.282
C 2.244906 2.046887 0.965690 0.153 -0.050 0.292
C -1.889074 -1.818205 -3.783827 0.469 -0.040 0.291
O 0.090971 -0.178126 0.051082 0.212 -0.261 -0.017
O -1.353721 -0.153992 -2.182258 -0.480 -1.168 -2.116
C 2.437581 -1.816584 -0.165077 0.252 -0.232 -0.358
H 1.231276 -0.082824 3.891956 -0.052 -0.065 -0.036
Cl 0.528447 1.325357 -4.427425 -0.026 -0.008 0.273
H -3.216317 -1.619033 1.169721 -0.016 -0.097 -0.018
O -2.431715 0.192594 1.586400 -0.030 0.071 0.494
H 2.317362 -3.263797 2.208099 -0.054 0.016 0.029
Cl 3.016120 1.379366 -2.137470 0.058 -0.180 -0.041
H 1.411916 2.230994 0.299949 -0.020 -0.008 0.110
C -3.542217 -0.584545 1.283175 -0.013 0.236 -0.143
C -2.285653 3.835290 -1.732261 0.151 -0.444 -0.111
C 4.364521 1.661332 2.708456 -0.083 0.009 -0.078
C 3.059999 3.119329 1.314408 -0.044 -0.104 0.040
H 4.765146 3.760186 2.455289 -0.042 -0.050 -0.013
N -2.181715 2.550660 -2.024069 -0.265 0.254 -0.649
H 2.723026 -2.076362 3.453306 -0.057 -0.022 -0.062
H -0.026329 -1.234259 4.383366 0.048 0.046 -0.101
Ge 0.912321 1.880672 -2.271054 0.533 0.696 -0.939
C -1.496044 -1.364783 -2.402350 -0.363 0.556 -0.746
H -1.210444 -3.194111 -1.616424 -0.214 -0.003 0.041
H -0.895931 -1.823486 -0.590329 -0.204 0.026 -0.042
H 0.862646 -2.148644 -1.579891 0.246 0.013 -0.018
H 2.142561 -3.688227 -3.014396 0.030 0.034 0.051
H -3.006192 1.383665 -3.654035 0.027 0.030 0.074
H -5.557783 -0.413676 -1.202305 -0.047 -0.058 -0.008
H 3.763980 -0.378629 2.779252 -0.023 0.033 -0.027
H -0.377849 0.009568 3.167074 0.092 -0.092 0.020
O -1.136638 2.258809 0.563864 -1.022 1.357 1.393
H -0.771321 -3.057240 2.882525 0.062 0.008 -0.090
C -2.934347 2.350485 -3.186238 0.540 -0.189 0.562
N -1.376651 -2.219411 -1.415279 0.470 -0.765 0.804
C -2.183572 2.580420 1.338024 1.459 -0.058 -1.127
N -3.056809 4.453102 -2.630136 -0.281 -0.045 -0.438
I -3.978893 -1.814755 -3.951160 -0.757 0.033 -0.026
C 1.876900 -2.402139 -1.305760 0.244 0.001 -0.010
C -2.727343 1.464670 2.167033 0.052 -0.689 0.137
H -4.110219 3.777890 -4.404460 0.062 0.021 0.052
H 4.274482 -1.663022 0.962346 -0.055 -0.039 -0.076
C 3.925194 -3.551185 -1.825435 -0.011 0.044 0.050
H 2.860738 4.101084 0.900387 0.004 -0.044 0.002
H -0.129631 -3.242712 1.240436 -0.029 0.102 0.104
C -0.389326 -2.503057 2.013733 -0.085 -0.078 -0.090
H -1.527084 -1.112814 -4.523217 0.228 -0.013 0.049
H -1.820981 4.325402 -0.894479 0.006 -0.032 0.053
Si 1.413450 -0.671946 0.911076 -0.817 0.350 -0.498
C 0.392040 -0.682054 3.528663 -0.094 -0.024 -0.016
H 5.552666 -3.177788 -0.474077 -0.023 0.010 -0.006
C 2.469652 0.757338 1.463987 0.321 0.473 0.128
H 5.188818 1.503929 3.395678 -0.041 0.007 -0.043
C 2.602461 -3.260399 -2.128718 0.002 0.064 0.118
O -3.546064 0.623821 -0.791526 -0.088 -0.152 0.088
C 0.824332 -1.658596 2.419088 -0.003 -0.145 0.441
H -4.313365 -0.564972 2.056810 -0.085 0.018 -0.021
C 3.779915 -2.117185 0.108220 -0.076 -0.018 -0.055
C 3.548271 0.594301 2.350435 -0.075 0.163 -0.099